An isolated molecule of C4H2N4 at a distorted geometry. Source: the OMol25 dataset; level of theory: wB97M-V/def2-TZVPD.

- Relative energy (zero: lowest compared OMol25 entry of this formula, charge and spin): 545.1 kJ/mol
- HOMO level: -10.334 eV
- F_max: 0.1430 hartree/bohr
- SMILES: C1=C2N=NC=C2N=N1
- Calculated total energy: -10134.1789 eV

Cartesian coordinates (Å):
C: 1.434 -0.957 -0.260
C: -0.072 0.790 -0.144
C: -1.436 0.925 -0.075
C: -0.016 -0.604 -0.220
H: 1.895 -2.045 -0.211
H: -1.985 1.789 -0.238
N: 2.103 0.052 0.150
N: 1.115 1.350 0.192
N: -2.060 -0.203 -0.019
N: -1.068 -1.296 0.340

Atom charges from the natural (NBO) analysis, given in e for atoms 1 to 4: atom 1 (C): 0.013, atom 2 (C): 0.030, atom 3 (C): -0.010, atom 4 (C): 0.113